No. 1
Here is a structure of composition C45H61BrCsN5O3P from OMol25. Energies are from ωB97M-V/def2-TZVPD.

LUMO: -4.1624 eV
Highest occupied orbital energy: -0.299 Ha
Electronic energy: -5186.1512 Eh
Max |F|: 0.782 eV/A

Geometry as ORCA input:
```
! RIJCOSX wB97M-V def2-TZVPD def2/J DEFGRID3
* xyz 1 1
H -7.4190 -2.7701 -0.2871
H 4.7481 0.1990 -3.6044
C 2.3151 2.5606 0.4290
C -5.4873 -1.9737 0.0134
C 0.2754 -3.5462 -3.0391
C -7.1594 -0.1734 0.0506
C 0.0160 -6.5356 -0.0825
C 4.4365 1.4610 0.5783
C -5.4059 1.7384 -0.8270
C 2.8383 3.5786 1.2385
H 2.4785 0.4107 -4.7465
H 5.0947 1.1511 -2.1596
C 2.3984 -0.1234 2.8096
H 0.0503 -7.4149 -0.7106
H 1.3229 0.0335 2.7873
H -0.0162 -4.5111 -3.4570
H -0.5189 -3.2181 -2.3662
C -6.7205 2.0721 -0.6069
C -0.6445 3.0093 1.1127
O -3.6320 0.2029 -0.7913
C 1.6856 4.3702 -2.3926
H -4.7017 2.4778 -1.1939
Br 1.9563 -4.9418 3.1976
H 2.1924 -2.0819 2.1088
H 2.9088 0.8274 2.6526
C -0.1713 -4.2848 1.4322
C 4.4971 1.1178 -3.0712
H -2.1423 1.8367 -0.0848
H -3.8317 -0.4247 3.4632
H -6.4650 -5.0646 0.2407
H -1.6150 -5.6241 -1.1475
H -3.8104 -1.9452 4.3583
H 2.2212 4.4268 1.5013
H 2.2114 -1.2925 -3.5286
H 4.9529 -0.8224 1.8993
P 0.6839 3.0618 -0.1993
C -4.8865 0.4313 -0.6107
C 0.7598 4.6214 -1.1964
C 3.1077 1.4139 0.1565
C -0.2821 1.8783 2.0781
C -1.8717 -1.2205 3.7444
C 2.7039 -4.1801 -3.2482
C -0.6647 4.8906 -1.7090
C 4.9568 2.4981 1.3344
H -2.7381 2.6629 1.3244
C -5.8313 -0.5540 -0.1854
H -8.6550 1.3630 0.0521
H -3.5267 -1.9342 2.5963
C -3.3519 -1.4037 3.5309
C 2.9949 1.1514 -2.7666
H -3.7845 -4.5938 0.6473
H 1.3524 3.5424 -3.0156
H 4.3836 -2.0047 3.0707
H 2.4269 -5.1556 -3.6504
C 4.2566 -1.6480 2.0471
H 2.7160 4.2014 -2.0767
H -7.0574 3.0865 -0.7871
H 4.5078 4.3454 2.3379
C -5.8949 -4.1529 0.2264
C 1.6142 -3.6606 -2.3092
H -7.8594 -0.9053 0.4390
Cs -1.6353 -1.2519 0.0028
C 2.0112 -2.3445 -1.6791
H -0.2614 -3.3820 2.0271
C 2.2758 -1.2225 -2.4503
H -1.0046 5.1670 1.2824
C 2.1967 1.2165 -4.0681
H 1.1539 6.7066 -1.1158
C 4.1381 3.5458 1.7107
C 0.7872 -5.2364 1.7412
H 1.4972 -4.3828 -1.4943
H 0.7428 6.0739 0.4702
H 2.6555 -0.4622 3.8159
H 5.0676 0.6216 0.3209
H 3.6579 -4.2815 -2.7295
H 4.7827 1.9644 -3.6982
H 1.6708 5.2729 -3.0070
H 2.0204 -3.1219 0.2961
H -1.3261 5.2418 -0.9192
H 0.3394 -2.8328 -3.8636
H 1.6398 -7.1361 1.2068
N -4.3280 -2.5492 0.2861
H 0.2681 4.5716 2.3737
C 1.2832 5.8524 -0.4481
H -1.4195 4.2001 2.6882
H 0.6377 2.1042 2.6171
H 2.8491 -3.5038 -4.0933
C 2.6980 0.1046 -0.4704
H 1.1204 1.1518 -3.8979
C 2.6249 -0.0123 -1.8717
H -0.5972 5.6825 -2.4570
N 0.1298 1.8890 -1.4838
C -0.9118 -5.5349 -0.3267
C -4.5747 -3.8968 0.4207
H 2.4090 2.1522 -4.5884
H -2.3708 3.5863 -0.1173
H 2.3461 5.7732 -0.2281
O 0.1364 0.7771 -1.0546
H 4.5369 -2.4563 1.3708
H -1.1157 4.0223 -2.1912
H 5.9921 2.4722 1.6478
N -1.0098 -4.4273 0.4067
H -0.1669 0.8984 1.6135
N -6.4623 -2.9312 -0.0307
C 2.5203 -1.0410 0.3306
O -1.0569 -1.3982 2.8411
C -0.6803 4.3275 1.8943
C 2.7998 -1.2174 1.8257
H -1.0932 1.7942 2.8054
C 0.8958 -6.3855 0.9784
H -2.1253 -0.7659 5.7370
H -0.4943 -0.7550 5.1636
C 2.1595 -2.2311 -0.3079
C -7.6231 1.1112 -0.1479
H 2.8058 2.0684 -2.2062
C -2.0312 2.7545 0.4963
N -1.4804 -0.8044 4.9680
*
```


No. 2
Here is the molecule C5H10O from OMol25. Energies are from ωB97M-V/def2-TZVPD.

LUMO: 0.9053 eV
Highest occupied orbital energy: -0.250 Ha
Electronic energy: -271.5608 Eh
Max |F|: 0.426 eV/A

Geometry as ORCA input:
```
! RIJCOSX wB97M-V def2-TZVPD def2/J DEFGRID3
* xyz 0 1
C -0.7904 0.6151 0.7896
H -1.2057 1.5081 1.2700
H 1.2009 1.3671 1.2918
C -0.2788 -0.5346 -1.3347
H 2.4454 -0.4239 0.1223
H 0.2975 -0.4165 -2.2431
H -0.3724 1.5847 -1.0940
C 0.7036 0.4060 1.1066
H 0.3643 -1.9853 0.5029
H -1.9617 0.7502 -1.0401
C -0.9054 0.6985 -0.7371
O 0.7281 -1.5852 -0.3197
C 1.3841 -0.2242 -0.0762
H -1.3859 -0.2381 1.1462
H 0.7964 -0.1779 2.0473
H -1.0201 -1.3439 -1.4320
*
```


No. 3
Here is a cluster of 3 separate species, C4H12O4 in total in a non-equilibrium geometry from OMol25. Energies are from ωB97M-V/def2-TZVPD.

Structure (SMILES): CCCC(=O)O.O.O
LUMO: 0.4430 eV
Highest occupied orbital energy: -0.396 Ha
Electronic energy: -460.5668 Eh
Max |F|: 1.489 eV/A

Geometry as ORCA input:
```
! RIJCOSX wB97M-V def2-TZVPD def2/J DEFGRID3
* xyz 0 1
O 2.6780 1.7022 1.2839
H 0.9019 0.0058 -2.0019
H 0.0828 1.3745 0.5657
C 0.8330 1.2719 -0.2134
C 0.2816 0.1571 -1.1169
H 1.0179 2.2062 -0.7382
H -1.2440 1.3783 -2.1723
C 2.0983 0.9484 0.5706
H 1.2372 -1.5430 1.4715
H -3.6071 -1.7218 0.4382
H 0.3879 -0.7783 2.4840
C -1.1545 0.4994 -1.5446
H -2.2673 -1.1809 0.9318
H 2.1307 -0.7686 -0.2375
O 2.4276 -0.4002 0.6061
O 0.4813 -1.6449 2.0780
H -1.7380 0.5715 -0.6260
O -3.1679 -0.9098 0.7067
H -1.5729 -0.4171 -1.9659
H 0.1934 -0.7507 -0.5197
*
```


Q: Among the records above, which one has the highest LUMO?
A: C5H10O